No. 1
Formula: C26H40AsBaN5O6PS2
Source: the Open Molecules 2025 dataset
Level of theory: wB97M-V/def2-TZVPD

Calculated values
**HOMO energy**: -3.446 eV
**M**: 826.0 g/mol
**Charge**: -1
**Relative energy (zero: lowest compared OMol25 entry of this formula, charge and spin)**: 115.3 kJ/mol
**LUMO level**: 1.81 eV
**Kohn-Sham gap**: 0.1930 Eh

Each line ends with the Löwdin charge.
Atoms and positions in Å:
Ba  1.3108  0.1698  -1.2511  1.68
S  2.7515  -2.6388  -0.6513  0.46
C  4.3621  -2.1862  -0.0542  -0.69
C  5.3592  -3.1593  -0.2161  -0.17
C  6.6694  -2.9660  0.1840  -0.13
C  7.0192  -1.7591  0.7749  -0.14
C  6.0511  -0.7864  0.9470  -0.17
C  4.7151  -0.9556  0.5480  -0.74
S  3.6282  0.4013  0.8808  0.34
H  5.0711  -4.0906  -0.6882  0.08
H  7.4035  -3.7477  0.0266  0.08
H  8.0366  -1.5669  1.0968  0.08
H  6.3182  0.1586  1.4040  0.07
O  2.9160  -3.8208  -5.9672  0.11
C  1.6651  -4.1913  -5.8050  -0.52
O  1.1829  -5.1507  -6.3725  0.06
C  0.8373  -3.3698  -4.8821  -0.06
C  -0.4403  -3.7237  -4.5171  -0.02
N  -0.8699  -2.7755  -3.6663  -0.01
N  0.0346  -1.8029  -3.4678  0.07
C  1.0791  -2.1505  -4.2055  -0.15
C  2.3132  -1.2705  -4.2029  -0.61
O  3.3005  -1.6684  -4.8437  0.04
O  2.1857  -0.2116  -3.5464  -0.29
H  3.1486  -3.0242  -5.3691  0.04
H  -1.0304  -4.5779  -4.8008  0.13
H  -1.7489  -2.7312  -3.1844  0.15
O  -0.1703  2.2936  -0.8781  -0.48
P  -1.2771  2.5415  0.0823  0.49
N  -1.6165  4.1317  0.3239  -0.19
C  -1.9085  4.7326  1.6307  -0.19
C  -2.3555  6.1552  1.2821  -0.17
C  -2.9346  6.0162  -0.1258  -0.18
C  -1.9734  5.0283  -0.7789  -0.19
N  -0.9205  1.8881  1.5444  -0.18
C  -1.9108  1.3030  2.4500  -0.20
C  -1.2588  1.4429  3.8211  -0.17
C  0.2156  1.2087  3.5036  -0.15
C  0.4250  1.8913  2.1496  -0.18
N  -2.6679  1.8537  -0.4777  -0.18
C  -4.0329  2.2133  -0.1069  -0.21
C  -4.6991  0.8708  0.1788  -0.17
C  -4.0538  -0.0461  -0.8626  -0.16
C  -2.6075  0.4599  -0.9693  -0.18
H  -1.0287  4.7261  2.2762  0.11
H  -2.7039  4.1899  2.1542  0.10
H  -1.4901  6.8206  1.2616  0.11
H  -3.0652  6.5517  2.0073  0.11
H  -2.9957  6.9625  -0.6622  0.11
H  -3.9376  5.5836  -0.0813  0.11
H  -1.0862  5.5384  -1.1660  0.12
H  -2.4208  4.4688  -1.6020  0.11
H  -2.0692  0.2457  2.2053  0.11
H  -2.8700  1.8221  2.3912  0.09
H  -1.6647  0.7396  4.5490  0.11
H  -1.4136  2.4562  4.2031  0.11
H  0.4085  0.1403  3.3875  0.10
H  0.8974  1.5887  4.2626  0.11
H  1.1599  1.3164  1.5848  0.02
H  0.7934  2.9160  2.2597  0.12
H  -4.5393  2.7135  -0.9426  0.12
H  -4.0518  2.8997  0.7413  0.10
H  -5.7857  0.9140  0.1022  0.11
H  -4.4394  0.5354  1.1846  0.10
H  -4.5654  0.0605  -1.8216  0.11
H  -4.0934  -1.0976  -0.5797  0.11
H  -2.2482  0.4350  -2.0007  0.11
H  -1.9251  -0.1381  -0.3557  0.08
C  -0.9425  -2.8139  2.5976  -0.24
As  0.5000  -2.5885  1.2836  0.89
C  2.0325  -2.5208  2.4448  -0.24
C  0.2211  -4.1946  0.2490  -0.26
O  -0.0200  -1.1792  0.5359  -0.77
H  -0.8849  -3.7876  3.0888  0.03
H  -1.8950  -2.7208  2.0760  0.02
H  -0.8677  -2.0290  3.3510  0.01
H  1.6989  -2.5667  3.4828  0.03
H  2.5458  -1.5806  2.2238  -0.03
H  2.6971  -3.3435  2.1921  0.03
H  0.9389  -4.9528  0.5538  0.03
H  0.3894  -3.9684  -0.8007  -0.01
H  -0.8018  -4.5315  0.4245  0.03

=====

No. 2
Formula: C26H40BiN5O3Si
Source: the Open Molecules 2025 dataset
Level of theory: wB97M-V/def2-TZVPD

Calculated values
**HOMO energy**: -0.935 eV
**M**: 707.7 g/mol
**Charge**: -2
**Relative energy (zero: lowest compared OMol25 entry of this formula, charge and spin)**: 143.9 kJ/mol
**LUMO level**: 4.35 eV
**Kohn-Sham gap**: 0.1942 Eh

Each line ends with the Löwdin charge.
Atoms and positions in Å:
Bi  0.0880  -0.4259  -0.1154  1.40
C  0.5701  -2.8945  2.2680  -0.10
C  -0.7870  -2.6261  2.8454  -0.25
C  -1.2736  -3.4358  3.8638  -0.12
C  -2.5203  -3.2418  4.4463  -0.16
C  -3.2962  -2.1823  3.9790  -0.11
C  -2.8518  -1.3426  2.9754  -0.25
C  -3.7032  -0.2074  2.4877  -0.09
C  -1.5667  -1.5244  2.3615  -0.40
N  -1.1503  -0.5928  1.4849  -0.30
H  1.0419  -3.7390  2.7783  0.06
H  1.2336  -2.0261  2.3785  0.04
H  0.5235  -3.0991  1.1928  0.03
H  -0.6467  -4.2568  4.2053  0.08
H  -2.8776  -3.8945  5.2348  0.06
H  -4.2799  -2.0034  4.4081  0.08
H  -4.6423  -0.1551  3.0462  0.06
H  -3.9304  -0.3137  1.4244  0.07
H  -3.1735  0.7453  2.5795  0.06
C  -1.3577  1.8949  -5.3054  -0.22
Si  -0.8541  1.0004  -3.6969  0.29
C  -1.0618  -0.8283  -4.1194  -0.20
C  1.0035  1.3626  -3.5323  -0.21
N  -1.6329  1.3591  -2.2656  -0.10
C  -2.6534  2.1268  -1.8592  -0.40
C  -3.0173  2.1743  -0.4815  -0.07
C  -4.0626  2.9477  -0.0211  -0.14
C  -4.8283  3.7383  -0.8817  -0.18
C  -4.5002  3.7141  -2.2335  -0.16
C  -3.4574  2.9396  -2.7136  -0.07
H  -0.7311  1.5545  -6.1369  0.01
H  -1.2348  2.9782  -5.2108  0.01
H  -2.4009  1.6951  -5.5631  0.01
H  -0.4503  -1.1176  -4.9839  0.01
H  -2.1108  -1.0125  -4.3736  0.02
H  -0.8273  -1.4719  -3.2663  -0.01
H  1.5823  1.0441  -4.4064  0.01
H  1.4175  0.8743  -2.6453  -0.04
H  1.1420  2.4382  -3.3886  0.02
H  -2.4505  1.5635  0.2130  0.05
H  -4.2910  2.9292  1.0410  0.08
H  -5.6490  4.3421  -0.5119  0.06
H  -5.0737  4.3128  -2.9374  0.08
H  -3.2391  2.9503  -3.7749  0.06
C  0.9963  0.5436  3.5078  -0.05
N  1.5975  1.3363  4.5840  -0.14
C  1.4506  0.9080  5.9602  -0.07
C  2.2496  2.4600  4.2042  -0.54
C  2.8602  3.3511  5.2725  -0.01
O  2.3517  2.7677  3.0266  0.03
H  0.4166  -0.2748  3.9279  0.08
H  1.7678  0.1405  2.8509  0.07
H  0.3266  1.1490  2.9035  0.07
H  0.8577  -0.0027  5.9695  0.08
H  0.9278  1.6478  6.5725  0.08
H  2.4123  0.6852  6.4322  0.08
H  2.7488  2.9961  6.2937  0.05
H  2.4002  4.3350  5.1834  0.08
H  3.9200  3.4624  5.0449  0.08
O  0.1508  -2.1732  -0.9948  -0.86
N  3.7072  -1.4694  0.2210  0.14
C  3.6227  -1.6443  -0.9187  -0.32
N  3.6224  -1.9234  -2.2285  -0.09
C  4.4128  -1.0546  -3.0953  -0.14
C  4.6486  -1.7990  -4.3990  -0.22
O  3.4443  -2.1840  -5.0220  -0.14
C  2.6518  -2.9982  -4.1552  -0.18
C  2.3361  -2.2951  -2.8573  -0.15
H  5.3681  -0.8385  -2.6149  0.13
H  3.8832  -0.1128  -3.2900  0.12
H  5.2642  -2.6877  -4.1914  0.12
H  5.1806  -1.1588  -5.1043  0.12
H  3.1850  -3.9392  -3.9563  0.12
H  1.7283  -3.2119  -4.6902  0.12
H  1.7504  -2.9066  -2.1745  0.09
H  1.7409  -1.4025  -3.0512  0.09

=====

No. 3
Formula: C26H40Br2N3O3P
Source: the Open Molecules 2025 dataset
Level of theory: wB97M-V/def2-TZVPD

Calculated values
**Structure (SMILES)**: CCC[C@@H](C)c1c(P(N)O)cc2ncc(CC(C)C)nc2c1/C(Br)=C(\C)Br.CC(C)=O.CC(C)=O
**HOMO energy**: -8.481 eV
**M**: 633.4 g/mol
**LUMO level**: -1.05 eV
**Kohn-Sham gap**: 0.2731 Eh

Each line ends with the Löwdin charge.
Atoms and positions in Å:
C  2.9461  -3.6409  4.0733  -0.11
C  3.3210  -2.4619  3.0224  -0.24
C  3.8486  -1.1129  3.7397  -0.18
C  2.7460  -0.4672  4.7529  -0.32
C  3.2632  0.9451  5.3963  -0.10
C  1.3141  -0.2560  4.0821  -0.09
C  0.0642  -0.7708  4.8834  -0.27
P  0.1420  -1.5933  6.6026  0.86
N  -1.4774  -1.2280  7.2853  -0.21
O  1.2388  -0.7753  7.6414  -0.37
C  -1.3395  -0.6112  4.2604  -0.01
C  -1.6174  0.0277  2.8364  -0.17
N  -2.9892  0.0521  2.4078  0.08
C  -3.0298  0.6195  1.1036  -0.04
C  -1.8335  1.1715  0.2743  -0.16
C  -2.1109  1.7454  -1.1843  -0.14
C  -2.8669  3.1572  -1.2361  -0.39
C  -1.9874  4.3957  -0.6843  -0.09
C  -4.3269  3.1648  -0.5572  -0.12
N  -0.4974  1.1466  0.7621  0.13
C  -0.3880  0.5524  2.0654  -0.11
C  1.0628  0.4199  2.6932  -0.08
C  2.2635  1.0056  1.8442  -0.60
Br  3.1236  2.7058  2.4907  0.63
C  2.8066  0.4505  0.6603  -0.70
C  2.1870  -0.8722  0.0192  -0.12
Br  4.3532  1.3078  -0.2170  0.62
H  3.8502  -4.3161  4.2549  0.07
H  2.1002  -4.2423  3.5585  0.08
H  2.4769  -3.2358  5.0398  0.05
H  4.1251  -2.7844  2.2713  0.11
H  2.3400  -2.2068  2.4824  0.07
H  4.2832  -0.3454  3.0155  0.09
H  4.7217  -1.4476  4.4270  0.13
H  2.7229  -1.2001  5.6475  0.09
H  4.3026  1.1666  4.9850  0.07
H  3.2377  0.8842  6.5402  0.07
H  2.4848  1.7284  5.0538  0.04
H  -1.2777  -1.0504  8.2942  0.03
H  -1.7803  -0.3072  6.9226  0.02
H  1.0004  0.1696  7.7804  0.05
H  -2.2470  -1.0060  4.8529  0.09
H  -4.0716  0.6946  0.6143  0.11
H  -1.1879  1.8109  -1.8590  0.10
H  -2.8148  0.9835  -1.7019  0.13
H  -3.0496  3.3809  -2.3587  0.13
H  -1.3621  4.0240  0.1936  0.08
H  -1.3469  4.7781  -1.5692  0.08
H  -2.7251  5.2310  -0.4014  0.08
H  -4.2770  3.1106  0.5927  0.08
H  -4.9477  2.2506  -0.8949  0.08
H  -4.9470  4.0883  -0.8152  0.08
H  1.5509  -1.4786  0.7433  0.07
H  1.4954  -0.5285  -0.8379  0.08
H  3.0402  -1.4552  -0.4705  0.08
C  0.7263  2.4379  -4.6650  -0.02
C  -0.3680  1.4964  -5.0938  -0.50
O  -1.4118  1.4150  -4.4719  0.05
C  -0.1214  0.6599  -6.3208  -0.02
H  0.4108  2.9752  -3.7677  0.08
H  1.6328  1.8740  -4.4346  0.09
H  0.9232  3.1639  -5.4566  0.09
H  0.7474  0.0169  -6.1632  0.09
H  0.0376  1.3074  -7.1856  0.09
H  -0.9931  0.0300  -6.5117  0.08
C  -3.2089  -3.5400  -7.9112  -0.03
C  -2.0166  -2.7991  -8.4560  -0.51
O  -2.1497  -1.7736  -9.1025  0.05
C  -0.6540  -3.3733  -8.1721  -0.03
H  -4.1224  -3.0120  -8.1929  0.08
H  -3.2437  -4.5479  -8.3304  0.09
H  -3.1525  -3.5849  -6.8214  0.09
H  -0.5747  -4.3737  -8.6030  0.08
H  -0.4835  -3.4108  -7.0939  0.08
H  0.1083  -2.7357  -8.6251  0.08

=====

No. 4
Formula: C26H40BrNOOsP2
Source: the Open Molecules 2025 dataset
Level of theory: wB97M-V/def2-TZVPD

Calculated values
**Spin multiplicity**: 5
**HOMO energy (alpha / beta)**: -19.225 / -20.202 eV
**M**: 714.7 g/mol
**Charge**: +4
**Relative energy (zero: lowest compared OMol25 entry of this formula, charge and spin)**: 237.3 kJ/mol
**LUMO level (alpha / beta)**: -13.06 / -15.63 eV
**⟨S²⟩**: 6.09
**Kohn-Sham gap (alpha / beta)**: 0.2264 / 0.1682 Eh

Each line ends with the Löwdin charge.
Atoms and positions in Å:
N  -5.3940  -2.0105  4.2514  0.16
C  -4.3200  -1.2719  4.5236  0.04
C  -3.9151  -0.2220  3.6892  0.12
C  -4.6659  0.0531  2.5269  -0.15
C  -5.8431  -0.7051  2.3034  0.13
C  -6.1483  -1.7531  3.1863  0.04
C  -4.1908  1.0046  1.5381  0.03
Os  -0.8275  1.5599  -2.4623  0.96
P  4.0009  0.4782  -1.7265  1.07
C  -4.9406  1.2959  0.4374  0.03
C  -4.3602  1.6838  -0.8468  -0.15
C  -4.8079  0.9911  -2.0086  0.04
C  -3.9493  0.8428  -3.1001  0.04
C  -2.7126  1.4324  -2.8947  -0.28
C  -2.4979  2.6338  -2.1002  -0.28
C  -3.2919  2.5734  -0.8807  0.07
Br  1.5317  2.2347  -2.8605  0.33
H  -3.1722  1.3984  1.6753  0.14
H  -6.0245  1.1471  0.4542  0.15
H  -3.0326  0.3727  3.9250  0.15
H  -6.4891  -0.5304  1.4471  0.14
H  -3.7388  -1.5059  5.4255  0.17
H  -7.0224  -2.3854  3.0015  0.17
H  -5.7944  0.5259  -1.9730  0.15
H  -3.0479  3.1824  -0.0147  0.15
H  -4.1809  0.2880  -4.0132  0.15
H  -2.2780  3.5972  -2.5977  0.17
P  -0.5311  -0.5229  -1.5885  0.86
C  5.0749  1.8946  -1.1977  -0.35
C  5.7102  2.8175  -2.2368  -0.11
H  5.8413  1.4985  -0.5186  0.09
H  4.3704  2.4926  -0.5954  0.08
H  5.9558  3.7720  -1.7517  0.10
H  6.6512  2.4161  -2.6364  0.09
H  5.0454  3.0454  -3.0754  0.07
C  4.1931  0.3959  -3.5718  -0.44
C  5.5367  0.1017  -4.2148  -0.09
H  3.7970  1.3491  -3.9504  0.01
H  3.4688  -0.3780  -3.8708  0.07
H  5.3761  0.0326  -5.2977  0.11
H  6.2733  0.8943  -4.0537  0.08
H  5.9687  -0.8478  -3.8912  0.07
C  4.9195  -1.0426  -1.1853  -0.37
C  6.4458  -1.0715  -1.1155  -0.09
H  4.5649  -1.8443  -1.8517  0.09
H  4.5115  -1.2482  -0.1811  0.08
H  6.7442  -2.0291  -0.6687  0.11
H  6.9186  -1.0187  -2.1024  0.07
H  6.8589  -0.2790  -0.4826  0.08
C  0.8349  -0.8776  -0.4358  -0.36
C  1.2104  -2.3544  -0.3489  -0.10
H  0.5379  -0.4830  0.5489  0.10
H  1.6975  -0.2711  -0.7679  0.02
H  0.3887  -2.9602  0.0401  0.07
H  1.5216  -2.7630  -1.3170  0.09
H  2.0499  -2.4727  0.3429  0.10
C  -0.2237  -1.4937  -3.1056  -0.34
C  -0.8942  -0.8251  -4.2942  -0.12
H  -0.6137  -2.4987  -2.9041  0.12
H  0.8667  -1.5583  -3.2263  0.09
H  -0.3407  -1.0855  -5.2029  0.11
H  -1.9257  -1.1756  -4.4143  0.10
H  -0.9029  0.2980  -4.2055  0.01
C  -2.1311  -1.1164  -0.8911  -0.33
C  -2.1013  -1.9585  0.3826  -0.11
H  -2.6169  -1.6725  -1.7072  0.11
H  -2.7406  -0.2120  -0.7377  0.04
H  -3.1327  -2.2177  0.6498  0.08
H  -1.5499  -2.8957  0.2441  0.08
H  -1.6810  -1.4055  1.2340  0.08
O  -0.3307  2.5162  0.4075  0.18
C  -0.5039  2.1437  -0.6848  -0.37